Entry w
The following is a quantum chemistry calculation of the molecule C3H7NO3, from the OMol25 dataset.

Kohn-Sham gap = 10.750 eV
HOMO level = -0.3713 Eh
SMILES string = O=C(O)NCCO

```
14
C3H7NO3 (ωB97M-V/def2-TZVPD)
O 2.758 0.507 -0.613
C 1.653 0.453 -0.140
O 1.120 1.640 0.331
N 0.898 -0.660 0.119
C -0.434 -0.834 -0.522
C -1.632 -0.490 0.344
O -1.713 0.903 0.657
H 1.887 2.232 0.273
H 1.504 -1.456 0.226
H -0.508 -0.071 -1.309
H -0.546 -1.793 -1.064
H -1.541 -1.003 1.307
H -2.583 -0.749 -0.126
H -0.861 1.320 0.518
```



Entry x
The following is a quantum chemistry calculation of the molecule C3H7NO3, from the OMol25 dataset.

Kohn-Sham gap = 9.624 eV
HOMO level = -0.3351 Eh
SMILES string = O=C(O)CCNO

```
14
C3H7NO3 (ωB97M-V/def2-TZVPD)
O 1.184 -2.271 -1.459
C 0.586 -1.753 -0.595
O -0.356 -2.404 0.065
C 0.869 -0.293 -0.088
C -0.347 0.498 -0.003
N -0.091 1.782 0.530
O -1.281 2.562 0.652
H -0.391 -3.480 -0.409
H 1.265 -0.357 0.898
H 1.518 -0.197 -0.779
H -1.230 0.238 0.467
H -0.858 0.510 -1.008
H 0.269 1.758 1.600
H -1.137 3.406 0.127
```



How do the energies compare? Relative to the most stable structure, in hartree: entry w 0.0000; entry x 0.1329.



Entry w
The following is a quantum chemistry calculation of a cluster of 2 separate species, C4H3N3O in total, from the OMol25 dataset.

Kohn-Sham gap = 9.966 eV
HOMO level = -0.3557 Eh
SMILES string = N#CC=C=N.N=C=O

```
11
C4H3N3O (ωB97M-V/def2-TZVPD)
N -1.082 2.460 -0.331
C -0.264 1.705 -0.014
C 0.585 0.597 0.163
C 1.471 0.279 -0.732
N 2.430 0.149 -1.390
H 0.273 0.024 0.931
H 2.668 -0.527 -2.107
N -2.367 -0.350 -0.963
C -1.443 -1.021 -0.554
O -0.838 -1.918 -0.126
H -2.392 0.710 -1.274
```



Entry x
The following is a quantum chemistry calculation of the molecule C4H3N3O, from the OMol25 dataset.

Kohn-Sham gap = 7.816 eV
HOMO level = -0.3597 Eh
SMILES string = [H]/N=C1\N=CN=CC1=O

```
11
C4H3N3O (ωB97M-V/def2-TZVPD)
H 2.365 -2.064 0.171
N 2.174 -0.949 0.075
C 0.927 -0.585 -0.004
N -0.299 -1.456 -0.153
C -1.473 -0.858 -0.233
N -1.762 0.602 -0.107
C -0.758 1.496 0.219
C 0.681 0.962 -0.061
O 1.597 1.755 -0.321
H -2.391 -1.515 0.019
H -1.061 2.612 0.394
```



How do the energies compare? Relative to the most stable structure, in hartree: entry w 0.0000; entry x 0.0419.



Entry w
The following is a quantum chemistry calculation of the molecule C4H3N3O, from the OMol25 dataset.

Kohn-Sham gap = 9.767 eV
HOMO level = -0.3646 Eh
SMILES string = O=C1Cc2[nH]nnc21

```
11
C4H3N3O (ωB97M-V/def2-TZVPD)
O -2.561 -1.207 -0.273
C -1.490 -0.606 0.205
C -1.040 0.869 0.159
C 0.350 0.387 0.007
N 1.738 0.239 -0.183
N 2.062 -1.029 0.003
N 1.058 -1.688 0.108
C -0.048 -0.927 0.276
H -1.515 1.440 -0.663
H -0.896 1.585 0.978
H 2.343 0.937 -0.617
```



Entry x
The following is a quantum chemistry calculation of the molecule C4H3N3O, from the OMol25 dataset.

Kohn-Sham gap (spin up / spin down) = 7.511 / 6.821 eV
HOMO level (spin up / spin down) = -0.2721 / -0.2534 Eh

```
11
C4H3N3O (ωB97M-V/def2-TZVPD)
C -0.057 1.441 -0.016
C -0.027 0.019 0.006
C 0.955 2.283 -0.002
C 2.323 -0.180 0.005
N 3.426 -0.747 0.001
N 4.560 -0.922 -0.010
N 1.095 -0.697 0.009
O 1.786 3.094 0.008
H -1.037 1.896 -0.030
H -0.964 -0.507 -0.003
H 0.967 -1.713 0.033
```



How do the energies compare? Relative to the most stable structure, in hartree: entry w 0.0038; entry x 0.0000.



Entry w
The following is a quantum chemistry calculation of the molecule C4H3N3O, from the OMol25 dataset.

Kohn-Sham gap = 11.405 eV
HOMO level = -0.4195 Eh
SMILES string = C=NOC(C#N)C#N

```
11
C4H3N3O (ωB97M-V/def2-TZVPD)
C -2.163 0.046 -0.519
N -0.858 0.028 -0.328
O -0.384 -0.288 1.039
C 0.993 -0.037 0.785
C 1.372 1.244 0.011
N 1.683 2.245 -0.497
C 1.575 -1.002 -0.183
N 1.977 -2.018 -0.648
H -2.978 -0.291 0.194
H -2.472 -0.045 -1.669
H 1.256 0.117 1.816
```



Entry x
The following is a quantum chemistry calculation of a structure of composition C4H3N3O, from the OMol25 dataset.

Kohn-Sham gap = 9.005 eV
HOMO level = -0.3151 Eh

```
11
C4H3N3O (ωB97M-V/def2-TZVPD)
C -1.335 1.424 0.306
C 1.055 -0.446 -1.296
C 0.855 -1.222 0.800
C -0.069 -0.247 0.580
H -2.079 2.021 0.625
H 1.528 -0.456 -2.334
H 1.343 -1.262 2.071
N -0.841 1.217 -0.803
N 0.007 0.227 -0.618
N 1.576 -1.373 -0.402
O -1.128 0.268 1.258
```



How do the energies compare? Relative to the most stable structure, in hartree: entry w 0.0230; entry x 0.0000.



Entry w
The following is a quantum chemistry calculation of the molecule C20H24N2O3, from the OMol25 dataset.

Kohn-Sham gap = 9.179 eV
HOMO level = -0.3133 Eh
SMILES string = CCOc1cccc(C(=O)Nc2cccc(C(=O)NCC(C)C)c2)c1

```
49
C20H24N2O3 (ωB97M-V/def2-TZVPD)
C -0.500 -5.284 1.550
C -1.279 -4.028 1.195
O -0.619 -3.408 0.106
C -1.121 -2.258 -0.400
C -0.406 -1.695 -1.460
C -0.842 -0.531 -2.058
C -1.977 0.115 -1.597
C -2.679 -0.427 -0.528
C -3.912 0.238 -0.012
O -4.976 -0.332 0.105
N -3.800 1.569 0.285
C -2.638 2.340 0.364
C -2.667 3.680 -0.015
C -1.509 4.437 0.017
C -0.305 3.867 0.394
C -0.277 2.539 0.807
C 0.974 1.831 1.221
O 1.014 1.061 2.159
N 2.045 2.108 0.438
C 3.266 1.342 0.534
C 3.230 0.064 -0.320
C 4.506 -0.739 -0.092
C 3.059 0.396 -1.800
C -1.446 1.795 0.828
C -2.271 -1.621 0.054
H -0.470 -5.956 0.697
H -0.976 -5.789 2.386
H 0.519 -5.024 1.823
H -1.307 -3.343 2.054
H -2.309 -4.285 0.914
H 0.485 -2.199 -1.800
H -0.291 -0.120 -2.891
H -2.317 1.025 -2.067
H -4.679 2.041 0.455
H -3.597 4.124 -0.340
H -1.544 5.476 -0.273
H 0.597 4.462 0.404
H 1.901 2.648 -0.400
H 3.384 1.068 1.585
H 4.102 1.976 0.230
H 2.370 -0.530 0.009
H 4.479 -1.663 -0.664
H 5.377 -0.167 -0.406
H 4.618 -0.990 0.959
H 2.108 0.892 -1.981
H 3.079 -0.515 -2.394
H 3.865 1.044 -2.142
H -1.406 0.786 1.202
H -2.858 -2.020 0.866
```



Entry x
The following is a quantum chemistry calculation of the molecule C20H24N2O3, from the OMol25 dataset.

Kohn-Sham gap = 8.791 eV
HOMO level = -0.2975 Eh
SMILES string = Cc1ccc(NC(=O)CN(C)C(=O)CCOc2cccc(C)c2)cc1

```
49
C20H24N2O3 (ωB97M-V/def2-TZVPD)
C 0.541 -7.450 0.445
C 0.177 -6.056 0.860
C -0.913 -5.409 0.290
C -1.267 -4.135 0.684
C -0.534 -3.473 1.667
N -0.952 -2.188 2.028
C -0.384 -1.322 2.894
O 0.622 -1.501 3.547
C -1.168 0.001 2.956
N -0.991 0.775 1.738
C 0.136 1.680 1.730
C -1.839 0.563 0.716
O -2.670 -0.339 0.758
C -1.755 1.469 -0.497
C -0.682 0.988 -1.500
O 0.496 1.759 -1.463
C 0.493 3.013 -2.016
C -0.587 3.609 -2.650
C -0.446 4.885 -3.173
C 0.748 5.569 -3.065
C 1.836 4.983 -2.425
C 3.133 5.724 -2.312
C 1.697 3.709 -1.905
C 0.559 -4.110 2.243
C 0.902 -5.387 1.837
H 0.353 -7.600 -0.616
H 1.589 -7.655 0.651
H -0.060 -8.173 0.998
H -1.491 -5.910 -0.473
H -2.116 -3.641 0.233
H -1.777 -1.846 1.534
H -2.234 -0.212 3.081
H -0.807 0.588 3.802
H 0.951 1.220 2.288
H -0.124 2.630 2.207
H 0.485 1.865 0.718
H -2.736 1.428 -0.971
H -1.549 2.499 -0.204
H -1.089 0.968 -2.517
H -0.359 -0.027 -1.248
H -1.535 3.103 -2.747
H -1.288 5.345 -3.669
H 0.842 6.563 -3.476
H 3.555 5.896 -3.302
H 3.853 5.164 -1.721
H 2.976 6.695 -1.845
H 2.520 3.222 -1.406
H 1.133 -3.605 3.002
H 1.753 -5.872 2.293
```



How do the energies compare? Relative to the most stable structure, in hartree: entry w 0.0000; entry x 0.0090.



Entry w
The following is a quantum chemistry calculation of a cluster of 2 separate species, C10H17N2 in total, from the OMol25 dataset.

Kohn-Sham gap = 7.600 eV
HOMO level = -0.4123 Eh
total charge = +1

```
29
C10H17N2 (ωB97M-V/def2-TZVPD)
C 3.192 1.187 0.022
C 2.212 0.989 -0.876
C 3.365 0.337 1.100
C 1.296 -0.101 -0.724
C 2.647 -0.851 1.103
C -1.265 2.516 -0.138
C -0.486 0.224 0.535
C -2.937 -0.946 -0.916
C 1.119 -2.400 0.118
C -1.398 1.005 -0.046
N 1.719 -1.093 0.127
N -2.482 0.465 -0.685
H 3.867 1.951 -0.080
H 1.962 1.642 -1.773
H 4.119 0.541 1.795
H 0.627 -0.416 -1.584
H 2.724 -1.582 1.984
H -0.190 2.547 0.053
H -1.686 2.937 0.786
H -1.689 3.037 -1.058
H 1.654 -3.129 -0.493
H 0.258 0.728 1.225
H -0.726 -0.746 0.821
H -3.691 -1.339 -0.116
H -3.594 -0.905 -1.813
H -2.051 -1.657 -0.956
H 0.973 -2.889 1.125
H 0.185 -2.440 -0.355
H -3.051 1.180 -1.211
```



Entry x
The following is a quantum chemistry calculation of a cluster of 2 separate species, C10H17N2 in total, from the OMol25 dataset.

Kohn-Sham gap = 8.684 eV
HOMO level = -0.4389 Eh
total charge = +1

```
29
C10H17N2 (ωB97M-V/def2-TZVPD)
C -1.846 -2.336 -0.643
C -2.138 -2.257 0.664
C 1.977 1.820 0.395
C 0.139 -1.737 0.393
C -0.964 0.012 -0.663
C -0.592 -1.453 -0.952
C -1.162 -1.316 1.224
C -1.493 0.000 0.588
C -2.473 0.884 1.265
C 2.008 1.105 -1.962
N 1.501 1.270 -0.670
N 3.190 2.327 0.736
H -2.192 -2.921 -1.471
H -3.055 -2.749 0.981
H 0.389 -2.789 0.743
H 0.927 -1.080 0.727
H 1.493 1.708 1.336
H -1.074 0.683 -1.606
H -0.058 -1.620 -1.879
H -1.078 -1.282 2.351
H -3.399 0.507 0.938
H -2.266 1.961 0.828
H -2.313 0.817 2.353
H 1.757 0.057 -2.238
H 1.587 1.803 -2.739
H 3.119 1.314 -1.792
H 0.520 0.765 -0.503
H 3.621 1.872 1.606
H 3.873 2.634 -0.007
```



Entry y
The following is a quantum chemistry calculation of the ion C10H17N2 with charge +1, from the OMol25 dataset.

Kohn-Sham gap (spin up / spin down) = 5.088 / 5.088 eV
HOMO level (spin up / spin down) = -0.4009 / -0.4009 Eh
total charge = +1

```
29
C10H17N2 (ωB97M-V/def2-TZVPD)
C -3.598 -0.592 0.143
C -2.475 -0.219 -0.342
C -0.069 -1.146 -0.375
C -1.280 -0.893 -0.422
C 2.171 -0.723 -0.675
C 2.872 0.263 0.399
C -4.989 -0.535 0.438
C -2.209 1.311 -0.435
C 1.361 -2.952 0.347
C 1.758 2.520 0.483
N 1.201 -1.623 -0.146
N 1.989 1.152 0.942
H 1.650 -0.189 -1.454
H 2.968 -1.394 -1.165
H 3.116 -0.414 1.177
H 3.588 0.718 -0.257
H -5.061 -1.277 1.337
H -5.775 -0.814 -0.265
H -5.384 0.367 0.993
H -3.143 1.713 -0.593
H -1.372 1.411 -1.194
H -1.898 1.396 0.590
H 0.588 -3.055 1.018
H 1.241 -3.660 -0.426
H 2.260 -3.148 0.837
H 0.778 3.012 0.592
H 2.577 3.130 0.803
H 1.757 2.469 -0.592
H 1.932 1.156 1.978
```



How do the energies compare? Relative to the most stable structure, in hartree: entry w 0.0000; entry x 0.0404; entry y 0.1963.



Entry w
The following is a quantum chemistry calculation of a cluster of 2 separate species, C6H11FN in total, from the OMol25 dataset.

Kohn-Sham gap = 8.026 eV
HOMO level = -0.4897 Eh
total charge = +1

```
19
C6H11FN (ωB97M-V/def2-TZVPD)
C 0.635 -3.109 1.803
C 0.161 -2.750 0.629
C -0.230 1.754 -1.295
C 0.972 0.769 -1.177
C -0.732 1.889 0.152
C 1.166 0.336 0.188
N 0.042 0.887 0.939
F -0.733 -1.764 0.716
H 0.382 -2.514 2.681
H 1.381 -3.812 1.695
H 0.150 2.805 -1.590
H -0.931 1.481 -2.045
H 0.685 -0.316 -1.619
H 1.748 1.090 -1.822
H -0.543 3.013 0.600
H -1.783 1.463 0.178
H 0.433 -2.985 -0.428
H 0.448 1.172 1.908
H -0.606 0.208 1.375
```



Entry x
The following is a quantum chemistry calculation of the ion C6H11FN with charge +1, from the OMol25 dataset.

Kohn-Sham gap = 9.408 eV
HOMO level = -0.4911 Eh
SMILES string = C#CC[C@@](C)(F)C[NH3+]
total charge = +1

```
19
C6H11FN (ωB97M-V/def2-TZVPD)
C -3.601 -0.269 0.119
C -2.516 -0.453 -0.344
C -1.149 -0.503 -0.879
C -0.123 -0.136 0.226
C -0.072 1.323 0.592
F -0.289 -0.982 1.342
C 1.278 -0.527 -0.454
N 2.496 -0.146 0.316
H -4.638 -0.386 0.371
H -1.126 -1.526 -1.313
H -0.882 0.234 -1.579
H -0.391 1.516 1.633
H -0.902 1.761 -0.043
H 0.913 1.690 0.408
H 1.324 -1.625 -0.577
H 1.242 -0.056 -1.417
H 2.657 -0.533 1.286
H 2.358 0.897 0.507
H 3.419 -0.279 -0.194
```



How do the energies compare? Relative to the most stable structure, in hartree: entry w 0.1080; entry x 0.0000.



Entry w
The following is a quantum chemistry calculation of a cluster of 2 separate species, C5H9N4O in total, from the OMol25 dataset.

Kohn-Sham gap = 10.308 eV
HOMO level = -0.4981 Eh
total charge = +1

```
19
C5H9N4O (ωB97M-V/def2-TZVPD)
C -0.611 2.388 -1.248
C 0.637 2.973 -1.196
C -0.580 1.327 -0.347
C -1.088 -2.142 -0.294
C 0.329 -2.702 1.570
N 1.375 2.283 -0.314
N 0.632 1.302 0.191
N -0.320 -1.837 0.607
N -1.665 -2.196 -1.341
O 1.158 0.487 1.111
H -1.437 2.686 -1.865
H 1.027 3.818 -1.729
H -1.337 0.609 -0.096
H -0.358 -3.454 1.963
H 1.178 -3.215 1.114
H 0.683 -2.087 2.399
H 0.691 -0.407 1.037
H -2.638 -2.278 -1.556
H 2.325 2.447 -0.006
```



Entry x
The following is a quantum chemistry calculation of the ion C5H9N4O with charge +1, from the OMol25 dataset.

Kohn-Sham gap = 9.172 eV
HOMO level = -0.5178 Eh
SMILES string = Cn1c(C(N)=O)nc[n+]1C
total charge = +1

```
19
C5H9N4O (ωB97M-V/def2-TZVPD)
C -0.216 -1.683 -0.362
N 0.126 -0.322 -0.103
C 1.587 0.612 -0.126
C 2.833 -0.120 0.107
N 3.939 0.651 -0.005
O 2.807 -1.308 0.324
N 1.161 1.762 0.080
C -0.203 1.881 0.182
N -0.790 0.656 0.033
C -2.240 0.505 0.036
H -1.270 -1.741 -0.179
H 0.018 -1.874 -1.435
H 0.408 -2.317 0.253
H 3.763 1.616 0.038
H 4.846 0.194 0.076
H -0.738 2.692 0.467
H -2.719 0.665 0.945
H -2.690 1.382 -0.577
H -2.544 -0.427 -0.526
```



How do the energies compare? Relative to the most stable structure, in hartree: entry w 0.0242; entry x 0.0000.